This record from the OMol25 dataset describes one molecule with the formula C2H6N2S2 in a non-equilibrium geometry. The level of theory is wB97M-V/def2-TZVPD.

Properties
SMILES: NNC(=S)CS
Net charge: 0
Frontier orbital gap, eV: 9.1
Energy above the lowest of the compared OMol25 structures with the same formula, charge and spin, kcal per mole: 14.15

Geometry as XYZ:
```
12
Properties=species:S:1:pos:R:3:mulliken_charge:R:1
N -0.408 -1.917 -1.618 -0.746
N -0.507 -1.031 -0.515 0.050
C 0.053 0.162 -0.425 0.247
S 0.871 0.902 -1.691 -0.299
C -0.092 0.944 0.864 -0.678
S -0.420 0.115 2.452 -0.245
H -0.827 -1.416 -2.404 0.290
H 0.577 -1.947 -1.845 0.282
H -0.927 -1.442 0.333 0.258
H -0.969 1.578 0.659 0.318
H 0.814 1.548 0.960 0.378
H 0.748 -0.571 2.423 0.144
```